1.
This record from OMol25 describes a structure of composition C21H60Be2N4O11 at a distorted geometry. The level of theory is the ωB97M-V functional and the def2-TZVPD basis.

## Properties
energy = -1911.5877 a.u.
strongest force on any atom = 5.1 eV/Å
E_HOMO = -13.86 eV
energy relative to the best compared isomer or geometry (same formula, charge and spin) = 0.00 kJ/mol
orbital gap = 5.546 eV

```
! wB97M-V def2-TZVPD RIJCOSX def2/J DEFGRID3
* xyz 2 1
H -0.22270 -2.77080 2.31013
N 2.34272 -1.31178 -1.03648
O 5.46543 -2.47702 0.54948
H -1.94531 1.40955 -4.49283
Be 0.88026 0.97674 -1.42263
H -3.74262 2.14971 6.44685
H -1.72059 3.41673 4.60974
C -2.28132 -3.36563 -2.01919
O -1.39337 1.31640 -2.59776
H -3.44636 3.46592 4.16802
H 1.96075 1.27635 -4.01850
H 0.40009 -1.80959 4.67190
N -1.45539 0.82599 4.25150
H 1.02728 4.85121 -2.97965
O -0.91389 -0.80916 -0.21815
C 4.55686 -2.37712 -0.53821
C 2.78247 3.42113 -4.72626
H -4.00091 3.05751 1.98670
H -4.13673 -2.10371 2.22508
H -1.70832 0.54874 3.30310
H 0.85910 -0.86692 2.64006
O -2.07679 2.69692 2.73798
C -2.88517 1.54701 6.14859
C -0.35030 -0.85303 -5.53772
C -0.25198 0.05044 -4.25676
H 2.76130 4.49385 -4.93598
O -1.30139 -0.29342 1.97225
H 5.24315 -2.17776 -1.36881
C -0.96543 -0.02907 0.77587
H -2.52162 1.91896 -0.89308
H -0.19154 -2.40720 0.04939
H 2.09043 2.96520 -5.43844
C 0.98946 3.76397 -2.95392
C -4.10142 -1.98807 3.30729
H -3.36462 1.84249 -2.45571
H -2.89924 0.37875 -1.51087
C 1.36541 -1.36712 4.42062
H -1.78164 -4.28801 -2.33626
O 1.01506 -0.36270 3.44989
H 3.06570 3.51235 -2.61008
O 0.69112 3.26963 -1.64505
H -2.90732 0.55140 6.58845
H -0.24987 4.94456 -0.92531
C -2.69811 1.53521 4.63988
H 0.21019 3.31720 -3.57576
H 5.61135 -4.45154 0.66632
H -2.77385 3.94064 1.16474
H 2.45315 -2.05211 -1.73279
O -1.60088 -2.25958 -2.52734
C -2.59735 1.37717 -1.83473
H -4.60414 -1.09852 3.69391
H 4.07636 -3.34317 -0.72914
H -2.02379 2.06311 6.58286
H 3.81090 3.15978 -4.97330
H -1.45723 -0.03846 4.78932
C 3.04384 -1.35935 1.15752
C -2.96495 2.98424 1.65287
H -1.04471 -0.42880 -6.26572
H 2.74567 -2.38384 1.38726
H -2.14906 -1.58432 3.11462
H -0.77270 -1.82016 -5.25741
H -1.44076 -3.74001 1.51110
H 0.42965 0.80712 -4.64982
H 3.05180 1.23666 -2.94055
C -2.51428 2.91099 4.05707
H 4.07104 -0.24836 -0.37524
O 0.17411 -3.28049 0.28552
H -3.52294 0.95943 4.20703
Be 0.02148 1.75949 3.03624
H 6.84826 -3.82768 -0.44165
H 1.91653 -0.93341 5.25168
O -2.74090 -1.99987 3.75483
H -2.14956 -3.51040 -0.94342
H -4.62997 -2.81911 3.77267
H -0.92241 3.34836 -0.33665
C 2.33052 3.12510 -3.31972
C -1.56285 0.63144 -3.82412
N 2.16085 1.69699 -3.11607
H 1.27160 -1.07780 -3.80438
H 7.00369 -3.63370 1.30097
H 2.17918 -0.69705 1.26563
H 0.17090 -4.41580 2.00854
C 3.59541 -1.22118 -0.25443
O -0.44313 1.15025 0.61625
H 1.69626 -1.87473 -0.47952
H -0.02291 -1.44197 -3.00296
C -0.36602 -3.57194 1.57892
C 6.29439 -3.61539 0.47560
H 0.59112 -0.98089 -6.07105
H -3.33311 -3.50555 -2.27096
C -0.47861 3.90520 -1.16162
H -2.31538 -0.16198 -3.82362
N 0.54191 -0.62603 -3.25956
H 1.99876 -2.19866 4.10439
H -2.92085 2.17238 0.93030
H -1.33611 -1.65921 -1.81796
H -1.28496 3.85881 -1.89990
H 3.69184 -1.07193 1.98814
*
```



2.
This record from OMol25 describes a cluster of 2 separate species, C5H13N3O3PS in total at a distorted geometry. The level of theory is the ωB97M-V functional and the def2-TZVPD basis.

## Properties
energy = -1327.6907 a.u.
strongest force on any atom = 2.9 eV/Å
E_HOMO = -1.67 eV
orbital gap = 3.934 eV

```
! wB97M-V def2-TZVPD RIJCOSX def2/J DEFGRID3
* xyz -1 1
H -0.21215 -0.95158 -0.99863
O 1.25302 -1.53328 -1.25843
H 2.53661 0.67143 -0.75548
O -1.02308 0.97557 3.81884
C 2.46364 -1.18961 -1.80541
N -0.97284 -0.37472 1.41058
H -2.55729 -1.07647 -1.46486
C -2.01803 -1.19622 0.68036
H -2.49138 1.49281 1.97437
C -0.38344 0.33873 0.34524
H -1.70100 -2.23270 0.58780
H 0.93479 1.51248 -0.50726
H 1.76278 0.76943 -2.38440
H 3.34713 -1.57363 -1.25270
N -0.78731 -0.01955 -0.91194
P -1.78321 0.48782 2.66145
N 0.57017 1.22264 0.41239
H -2.99363 -1.20304 1.16687
C 2.70479 0.37641 -1.86250
S 1.37043 1.70308 1.83784
H 2.61491 -1.54232 -2.84808
H -2.74856 -0.44115 3.05456
O 3.84126 0.80170 -2.37969
H -2.75795 0.44075 -0.49532
H 1.20684 3.01299 1.62432
C -2.17654 -0.47158 -0.64991
*
```



3.
This record from OMol25 describes a structure of composition C20H30F3IrN4O5S3. The level of theory is the ωB97M-V functional and the def2-TZVPD basis.

## Properties
energy = -2973.1729 a.u.
strongest force on any atom = 0.5 eV/Å
E_HOMO = -14.87 eV
energy relative to the best compared isomer or geometry (same formula, charge and spin) = 3.45 kJ/mol
orbital gap = 7.168 eV

```
! wB97M-V def2-TZVPD RIJCOSX def2/J DEFGRID3
* xyz 2 1
C 3.51165 -0.27194 -3.83400
C -0.99927 0.28902 -1.83935
C -0.65471 1.56244 2.36133
N -0.96200 1.02328 3.55322
C -5.51084 -0.07498 3.22872
H 6.21179 0.30700 -2.92262
H 2.49153 -2.55119 -2.69505
N -0.42923 -1.14213 4.70998
H 4.43996 2.09108 -2.68138
C -1.97791 -0.24103 -2.66814
C 6.04973 0.78792 -1.95420
H 7.40769 -0.52790 -0.91338
C -3.24336 0.88620 4.58976
O 0.11737 -2.20478 4.53326
H -0.67717 3.67016 2.62719
H -2.79777 -2.05822 -3.42035
C -0.36547 -0.21717 3.60453
H 5.73253 -1.03663 -0.78815
H 4.21484 0.44546 -4.25659
H -5.44368 -0.91741 3.91881
C -1.05565 2.92295 1.92851
H 4.12366 -1.78921 -5.17612
F -3.79192 0.01997 -4.13376
H -6.03596 0.75070 3.71050
H -5.55963 -1.22899 1.39588
S 3.39185 0.07767 -2.06025
H 0.49803 -2.42457 -0.68133
H 4.85669 -1.94515 -3.60216
C -2.92145 0.69234 -3.39106
H 1.97466 -2.64259 -4.38354
H 6.72598 1.64396 -1.93625
Ir 0.98313 0.73101 -0.17116
C -6.14919 -0.46580 1.90125
H 4.43124 1.82939 -0.92474
O -0.97310 -0.76320 5.72717
H 2.51061 -0.04094 -4.20361
C -1.15508 -2.43115 -2.07696
S -0.57941 1.91176 -1.35233
H -2.14250 2.99335 1.87612
H 3.21364 -3.73867 -3.76905
S -3.85093 0.48167 2.95715
C 3.91501 -1.71766 -4.10749
H -3.97263 1.54668 5.05993
F -2.22919 1.52268 -4.18205
H 0.82814 -1.29654 2.13592
H -2.06621 2.64684 4.18688
C 6.38742 -0.16292 -0.81181
H -1.20585 -3.50710 -2.15416
O -3.04604 -0.61335 2.45839
H -7.14003 -0.87210 2.09353
H 6.31449 0.34297 0.15181
H -6.25183 0.39965 1.24947
C -0.20976 -1.85271 -1.26432
O 2.03157 0.85402 -1.94362
N 0.10143 0.70107 1.66385
N -0.15262 -0.51462 -1.17892
F -3.59395 1.44120 -2.50827
H -0.64736 3.13773 0.94535
H -1.44204 1.63504 5.49645
C -1.90762 1.62464 4.51542
C 2.83718 -2.71867 -3.71890
C -2.04313 -1.61620 -2.78302
O -3.86494 1.71037 2.19545
C 4.63656 1.36381 -1.89110
C 0.28291 -0.42068 2.44399
H -3.17188 -0.03790 5.15936
*
```



Which value of strongest force on any atom does entry 1 give? 5.1 eV/Å



Which value of energy does entry 2 give? -1327.6907 a.u.



Which value of energy does entry 2 give? -1327.6907 a.u.



strongest force on any atom of number 3 (C20H30F3IrN4O5S3)? 0.5 eV/Å